ORCA calculation (wB97M-V/def2-TZVPD) on an isolated molecule of C3H7NO.

The geometry in XYZ format:
```
12
Properties=species:S:1:pos:R:3:lowdin_charge:R:1
C -1.652 0.211 0.202 -0.10
C -0.283 -0.473 0.320 -0.18
C 0.842 0.481 -0.052 -0.56
N 1.901 -0.125 -0.671 0.15
O 0.818 1.642 0.317 0.05
H -2.432 -0.307 0.764 0.07
H -1.584 1.242 0.555 0.07
H -1.984 0.252 -0.844 0.08
H -0.276 -1.425 -0.230 0.10
H 0.033 -0.717 1.339 0.12
H 1.803 -1.070 -0.986 0.09
H 2.816 0.289 -0.713 0.11
```

Its spin multiplicity is 1. The HOMO energy comes out at -0.361 Eh. The SMILES is CCC(N)=O. As for the LUMO energy: 0.90 eV. The energy above the lowest of the compared OMol25 structures with the same formula, charge and spin is 0.130 eV. For the electronic energy, the calculation gives -6762.6205 eV. The frontier orbital gap is 10.7172 eV. As for the net charge: 0.

ORCA calculation (wB97M-V/def2-TZVPD) on a cluster of 2 separate species, C3H7NO in total at a distorted geometry.

The geometry in XYZ format:
```
12
Properties=species:S:1:pos:R:3:lowdin_charge:R:1
C 2.154 -0.440 0.190 -0.20
C -2.794 1.004 0.657 -0.10
C -1.688 0.516 0.147 -0.11
N 1.672 -0.256 -1.031 0.04
O 3.319 -1.235 0.089 -0.07
H 3.891 -1.226 0.833 0.05
H -3.805 0.781 0.160 0.07
H -2.943 1.422 1.714 0.07
H -1.662 0.295 -0.899 0.03
H -0.697 0.553 0.597 0.03
H 0.861 0.263 -1.104 0.02
H 2.277 -0.482 -1.926 0.16
```

Its spin multiplicity is 1. The HOMO energy comes out at -0.326 Eh. As for the LUMO energy: 1.08 eV. The energy above the lowest of the compared OMol25 structures with the same formula, charge and spin is 3.642 eV. For the electronic energy, the calculation gives -6759.1084 eV. The frontier orbital gap is 9.9460 eV. As for the net charge: 0.

ORCA calculation (wB97M-V/def2-TZVPD) on a cluster of 2 separate species, C3H7NO in total.

The geometry in XYZ format:
```
12
Properties=species:S:1:pos:R:3:lowdin_charge:R:1
O 1.929 -0.038 0.014 0.02
C 1.225 -0.162 -0.959 -0.23
C -0.243 0.119 -0.975 -0.28
C -1.090 -0.324 0.172 -0.14
N -0.728 1.069 0.026 0.04
H 1.645 -0.531 -1.919 0.12
H -0.705 0.112 -1.961 0.13
H -0.611 -0.832 1.005 0.08
H -2.106 -0.642 -0.056 0.11
H -1.498 1.608 -0.359 0.10
H 1.228 -0.128 2.234 0.02
H 1.032 -0.426 2.889 0.04
```

Its spin multiplicity is 1. The HOMO energy comes out at -0.363 Eh. The SMILES is O=C[C@H]1CN1.[H][H]. As for the LUMO energy: 0.89 eV. The energy above the lowest of the compared OMol25 structures with the same formula, charge and spin is 3.187 eV. For the electronic energy, the calculation gives -6759.5634 eV. The frontier orbital gap is 10.7687 eV. As for the net charge: 0.

ORCA calculation (wB97M-V/def2-TZVPD) on a structure of composition C3H7NO at a distorted geometry.

The geometry in XYZ format:
```
12
Properties=species:S:1:pos:R:3:lowdin_charge:R:1
O -1.204 -0.710 1.257 -0.07
C -1.435 -0.210 -0.026 -0.25
C -0.161 -0.176 -0.811 -0.23
C 1.467 0.483 0.130 -0.11
N 0.849 -0.825 -0.376 -0.05
H -0.395 -1.255 1.162 0.08
H -1.821 0.817 0.046 0.13
H -2.150 -0.807 -0.601 0.12
H -0.090 0.491 -1.693 0.13
H 0.885 0.913 0.974 0.09
H 1.721 1.281 -0.588 0.09
H 2.333 -0.003 0.526 0.07
```

Its spin multiplicity is 1. The HOMO energy comes out at -0.311 Eh. As for the LUMO energy: 0.45 eV. The energy above the lowest of the compared OMol25 structures with the same formula, charge and spin is 4.258 eV. For the electronic energy, the calculation gives -6758.4928 eV. The frontier orbital gap is 8.9036 eV. As for the net charge: 0.

ORCA calculation (wB97M-V/def2-TZVPD) on an isolated molecule of C3H7NO.

The geometry in XYZ format:
```
12
Properties=species:S:1:pos:R:3:lowdin_charge:R:1
C -1.653 0.633 0.219 -0.12
N -0.371 0.699 -0.423 -0.06
C 0.124 -0.424 -0.725 -0.16
C 1.481 -0.660 -0.114 -0.26
O 1.863 0.440 0.655 -0.08
H -1.346 0.401 1.251 0.10
H -2.307 -0.188 -0.110 0.08
H -2.138 1.600 0.211 0.07
H -0.484 -1.283 -1.056 0.12
H 1.249 -1.515 0.552 0.13
H 2.271 -0.965 -0.800 0.11
H 1.208 1.133 0.421 0.07
```

Its spin multiplicity is 1. The HOMO energy comes out at -0.349 Eh. The SMILES is C/N=C/CO. As for the LUMO energy: 0.89 eV. The energy above the lowest of the compared OMol25 structures with the same formula, charge and spin is 2.614 eV. For the electronic energy, the calculation gives -6760.1359 eV. The frontier orbital gap is 10.3765 eV. As for the net charge: 0.

ORCA calculation (wB97M-V/def2-TZVPD) on a structure of composition C3H7NO at a distorted geometry.

The geometry in XYZ format:
```
12
Properties=species:S:1:pos:R:3:lowdin_charge:R:1
C -0.105 -0.052 -1.019 -0.26
C -0.324 0.900 0.152 -0.12
C 0.488 0.707 1.271 -0.38
O 1.278 -0.211 1.406 0.00
N -0.319 -1.424 -0.575 0.00
H -0.748 0.190 -1.861 0.11
H 0.927 0.136 -1.340 0.11
H -0.970 1.745 -0.033 0.13
H -0.842 0.276 0.967 0.16
H 0.475 1.407 2.119 0.14
H 0.310 -1.555 0.202 0.05
H -0.170 -2.118 -1.288 0.07
```

Its spin multiplicity is 1. The HOMO energy comes out at -0.342 Eh. As for the LUMO energy: 1.01 eV. The energy above the lowest of the compared OMol25 structures with the same formula, charge and spin is 2.565 eV. For the electronic energy, the calculation gives -6760.1849 eV. The frontier orbital gap is 10.3024 eV. As for the net charge: 0.

ORCA calculation (wB97M-V/def2-TZVPD) on a cluster of 2 separate species, C3H7NO in total at a distorted geometry.

The geometry in XYZ format:
```
12
Properties=species:S:1:pos:R:3:lowdin_charge:R:1
C 0.531 -0.481 -0.366 -0.07
C -0.211 0.477 -0.993 0.22
C 2.692 -0.122 -0.086 0.07
N 1.629 -0.455 0.551 0.12
H 0.119 -1.495 -0.343 0.15
H 0.267 1.515 -1.247 0.16
H -1.334 0.502 -0.773 0.14
H 3.735 -0.043 0.345 0.13
H 2.662 -0.192 -1.153 0.09
H -3.460 -0.537 0.994 0.03
H -3.002 0.723 1.374 -0.01
O -3.629 0.108 1.698 -0.02
```

Its spin multiplicity is 2. The HOMO energy (spin up / spin down) comes out at -0.543 / -0.543 Eh. As for the LUMO energy (spin up / spin down): -6.29 / -9.13 eV. The energy above the lowest of the compared OMol25 structures with the same formula, charge and spin is 3.382 eV. For the electronic energy, the calculation gives -6749.6386 eV. The frontier orbital gap (spin up / spin down) is 8.4710 / 5.6307 eV. As for the net charge: +1.

ORCA calculation (wB97M-V/def2-TZVPD) on a cluster of 2 separate species, C3H7NO in total at a distorted geometry.

The geometry in XYZ format:
```
12
Properties=species:S:1:pos:R:3:lowdin_charge:R:1
C 2.144 -1.176 0.831 -0.14
C 2.157 -2.352 0.229 0.15
C -0.178 -0.285 1.067 0.17
N 1.047 -0.427 1.192 0.19
H 3.060 -0.741 1.204 0.14
H 1.283 -2.914 -0.044 0.09
H 3.130 -2.749 -0.062 0.11
H -0.641 0.509 1.649 0.14
H -0.717 -0.931 0.372 0.15
H -3.274 3.112 -2.374 0.02
H -4.481 3.954 -1.961 0.04
O -3.529 4.000 -2.105 -0.06
```

Its spin multiplicity is 2. The HOMO energy (spin up / spin down) comes out at -0.502 / -0.502 Eh. As for the LUMO energy (spin up / spin down): -6.01 / -8.58 eV. The energy above the lowest of the compared OMol25 structures with the same formula, charge and spin is 1.929 eV. For the electronic energy, the calculation gives -6751.0918 eV. The frontier orbital gap (spin up / spin down) is 7.6412 / 5.0703 eV. As for the net charge: +1.

ORCA calculation (wB97M-V/def2-TZVPD) on a structure of composition C3H7NO2.

The geometry in XYZ format:
```
13
Properties=species:S:1:pos:R:3:lowdin_charge:R:1
N 0.565 1.496 0.490 0.07
C 0.075 1.388 -0.692 -0.50
O -0.295 1.973 -1.665 0.08
C -0.064 -0.504 -1.123 -0.12
C -0.021 -1.429 -0.086 0.02
O -0.105 -0.599 1.837 -0.09
H 0.289 0.273 1.493 0.01
H 0.702 2.485 0.696 0.09
H 0.850 -0.422 -1.708 0.10
H -0.988 -0.446 -1.691 0.09
H -0.898 -2.005 0.189 0.09
H 0.922 -1.836 0.261 0.10
H -1.032 -0.373 1.997 0.07
```

Its spin multiplicity is 1. The HOMO energy comes out at -0.345 Eh. As for the LUMO energy: -0.32 eV. The energy above the lowest of the compared OMol25 structures with the same formula, charge and spin is 3.603 eV. For the electronic energy, the calculation gives -8806.9254 eV. The frontier orbital gap is 9.0746 eV. As for the net charge: 0.

ORCA calculation (wB97M-V/def2-TZVPD) on a cluster of 2 separate species, C3H7NO2 in total at a distorted geometry.

The geometry in XYZ format:
```
13
Properties=species:S:1:pos:R:3:lowdin_charge:R:1
C -0.024 1.174 0.982 -0.04
C 0.901 0.341 0.459 -0.30
N 1.287 -0.848 1.074 0.05
H -0.570 1.916 0.425 0.06
H -0.030 1.188 2.064 0.06
H 1.214 0.488 -0.569 0.11
H 2.134 -1.233 0.681 0.08
H 1.321 -0.856 2.084 0.09
O -0.833 0.543 -2.381 0.07
C -1.234 -0.459 -1.862 -0.41
O -1.796 -0.526 -0.653 0.03
H -1.178 -1.420 -2.398 0.13
H -1.193 -0.308 0.095 0.06
```

Its spin multiplicity is 1. The HOMO energy comes out at -0.325 Eh. The SMILES is C=CN.O=CO. As for the LUMO energy: 0.86 eV. The energy above the lowest of the compared OMol25 structures with the same formula, charge and spin is 2.103 eV. For the electronic energy, the calculation gives -8808.4262 eV. The frontier orbital gap is 9.7199 eV. As for the net charge: 0.

ORCA calculation (wB97M-V/def2-TZVPD) on an isolated molecule of C3H7NO2 at a distorted geometry.

The geometry in XYZ format:
```
13
Properties=species:S:1:pos:R:3:lowdin_charge:R:1
C -0.862 0.989 -1.972 -0.07
C -0.123 1.499 -0.728 -0.20
N 0.590 0.367 -0.074 0.04
C 0.167 -0.711 0.631 -0.60
O -0.939 -1.182 0.660 0.09
O 1.093 -1.044 1.616 0.07
H -0.340 1.367 -2.850 0.07
H -0.737 -0.087 -1.996 0.07
H -1.907 1.281 -2.003 0.07
H 0.725 2.173 -0.890 0.11
H -0.655 2.114 0.013 0.12
H 1.499 0.661 0.265 0.13
H 0.868 -1.964 1.821 0.11
```

Its spin multiplicity is 1. The HOMO energy comes out at -0.367 Eh. The SMILES is CCNC(=O)O. As for the LUMO energy: 0.81 eV. The energy above the lowest of the compared OMol25 structures with the same formula, charge and spin is 0.756 eV. For the electronic energy, the calculation gives -8809.7731 eV. The frontier orbital gap is 10.8065 eV. As for the net charge: 0.

ORCA calculation (wB97M-V/def2-TZVPD) on an isolated molecule of C3H7NO2 at a distorted geometry.

The geometry in XYZ format:
```
13
Properties=species:S:1:pos:R:3:lowdin_charge:R:1
C 0.641 1.200 -0.188 -0.08
C 0.147 -0.066 0.385 -0.43
N 0.772 -1.151 -0.063 0.04
C -1.488 -0.036 0.084 -0.40
O -2.126 1.045 0.029 0.04
O -1.941 -1.255 -0.172 0.13
H 1.613 1.433 0.091 0.05
H 0.589 1.209 -1.269 0.09
H -0.044 2.104 0.072 0.12
H 0.275 0.086 1.420 0.14
H 1.381 -1.633 0.545 0.09
H 1.351 -1.143 -0.932 0.13
H -1.172 -1.793 -0.002 0.08
```

Its spin multiplicity is 1. The HOMO energy comes out at -0.343 Eh. The SMILES is C[C@H](N)C(=O)O. As for the LUMO energy: 0.66 eV. The energy above the lowest of the compared OMol25 structures with the same formula, charge and spin is 1.543 eV. For the electronic energy, the calculation gives -8808.9862 eV. The frontier orbital gap is 9.9998 eV. As for the net charge: 0.